Molecular formula: C25H26O3
Method: DFT, ωB97M-V with the def2-TZVPD basis set

XYZ file:
```
54
Properties=species:S:1:pos:R:3:forces:R:3:lowdin_charge:R:1
C 3.889 -2.275 4.010 0.36 -0.64 0.44 0.114
C 3.820 -1.104 3.790 -0.35 0.35 -0.81 -0.150
C 3.598 0.218 3.202 -0.27 -0.16 0.65 -0.206
C 2.445 0.238 2.186 0.34 0.30 -0.12 -0.180
C 2.524 -0.909 1.182 -0.23 -0.52 0.00 -0.135
C 1.525 -0.801 0.063 0.15 0.36 -0.07 -0.074
C 1.638 0.034 -0.982 0.08 0.07 -0.04 -0.103
C 2.767 1.002 -1.210 0.05 -0.03 0.21 -0.109
C 2.305 2.387 -1.674 0.15 0.45 -0.07 -0.396
C 1.077 2.922 -0.907 -0.33 -0.16 -0.35 -0.048
C 3.454 3.412 -1.601 -0.73 -0.14 0.18 -0.068
C 0.580 0.007 -2.042 -0.02 -0.36 0.33 -0.300
O 0.845 0.152 -3.214 -0.02 0.26 -0.17 0.131
C -0.798 -0.246 -1.537 0.37 0.28 -0.50 -0.101
C -1.903 0.340 -2.128 -0.18 -0.27 0.21 0.017
C -3.159 0.098 -1.583 0.69 0.17 -0.25 -0.003
C -3.297 -0.731 -0.471 -0.82 -0.14 0.22 -0.138
C -4.655 -0.967 0.123 0.38 0.08 -0.04 -0.164
C -4.916 -2.107 0.884 -0.11 0.04 0.01 -0.031
C -6.171 -2.315 1.436 -0.07 -0.09 0.01 -0.079
C -7.184 -1.392 1.245 -0.23 0.35 -0.11 -0.091
C -6.935 -0.240 0.512 0.32 -0.23 -0.03 -0.079
C -5.680 -0.040 -0.046 -0.31 0.13 0.09 -0.040
C -2.176 -1.347 0.078 0.24 -0.03 -0.20 0.057
C -0.922 -1.094 -0.454 -0.30 -0.13 0.28 -0.075
C 0.326 -1.693 0.111 -0.14 0.20 -0.15 -0.279
O 0.357 -2.811 0.563 -0.03 -0.10 0.35 0.138
H 4.051 -3.300 4.236 -0.09 -0.05 0.07 0.027
H 4.530 0.544 2.743 0.02 0.14 -0.06 0.118
H 3.347 0.894 4.021 0.18 0.29 -0.12 0.112
H 1.484 0.229 2.700 -0.05 -0.19 0.09 0.124
H 2.499 1.210 1.693 -0.05 0.03 -0.16 0.100
H 2.304 -1.826 1.726 0.04 -0.11 -0.05 0.106
H 3.528 -1.053 0.783 0.12 0.27 -0.02 0.134
H 3.464 0.597 -1.944 0.05 0.05 -0.09 0.114
H 3.339 1.111 -0.290 0.06 -0.08 0.12 0.114
H 2.025 2.300 -2.722 -0.02 -0.10 -0.04 0.119
H 1.236 3.908 -0.476 0.15 0.02 0.04 0.072
H 0.733 2.260 -0.110 0.14 -0.02 0.08 0.076
H 0.236 3.025 -1.596 -0.11 0.01 0.07 0.077
H 3.450 3.856 -0.605 0.40 -0.12 0.15 0.072
H 4.422 2.975 -1.830 0.09 0.07 -0.07 0.077
H 3.225 4.232 -2.279 0.23 0.04 -0.15 0.078
H -1.754 0.966 -2.996 -0.11 0.05 -0.04 0.124
H -4.005 0.574 -2.049 -0.25 -0.06 0.05 0.108
H -4.140 -2.841 1.045 -0.02 -0.07 -0.05 0.106
H -6.381 -3.206 2.013 0.13 -0.05 0.00 0.104
H -8.173 -1.540 1.654 0.03 -0.14 0.11 0.101
H -7.699 0.510 0.367 -0.10 -0.02 0.02 0.103
H -5.536 0.881 -0.590 0.25 0.04 -0.10 0.103
H -2.261 -2.014 0.922 0.02 0.00 0.08 0.120
O 4.668 -1.629 -2.313 -0.09 0.01 -0.06 -0.054
H 4.915 -2.301 -2.956 0.05 -0.01 0.04 0.039
H 3.776 -1.372 -2.571 -0.01 -0.04 0.01 0.017
```
Forces are in eV/Å.

LUMO energy: -0.676 eV
Highest occupied orbital energy: -8.841 eV
Gap between HOMO and LUMO: 0.30005 Ha


Molecular formula: C4H5NO
Method: DFT, ωB97M-V with the def2-TZVPD basis set

XYZ file:
```
11
Properties=species:S:1:pos:R:3:forces:R:3:lowdin_charge:R:1
N 0.891 -0.889 0.417 -1.23 0.21 -0.74 0.071
C -0.203 -1.564 0.791 -0.64 0.08 -0.32 -0.447
O -1.242 -1.402 0.167 -0.57 -0.84 0.95 -0.041
C 0.216 0.105 -0.954 1.07 -0.10 0.89 -0.052
C -0.274 1.382 -0.439 0.49 -0.07 0.36 -0.147
C -0.622 2.444 0.009 0.12 -0.33 -0.06 0.119
H 1.749 -1.038 1.024 -1.07 1.02 -1.69 0.133
H -0.153 -2.253 1.658 0.27 0.22 -0.21 0.128
H -0.586 -0.335 -1.606 1.14 -0.35 1.30 0.122
H 1.130 0.166 -1.511 0.39 0.48 -0.24 0.081
H -0.907 3.383 0.443 0.02 -0.32 -0.23 0.032
```
Forces are in eV/Å.

LUMO energy: 0.588 eV
Highest occupied orbital energy: -9.658 eV
ΔE to the lowest compared entry with this formula, charge and spin: 365.7 kJ/mol
Gap between HOMO and LUMO: 0.37654 Ha


Molecular formula: C9H13N4
Method: DFT, ωB97M-V with the def2-TZVPD basis set

XYZ file:
```
26
Properties=species:S:1:pos:R:3:forces:R:3:lowdin_charge:R:1
C 1.095 1.953 -0.090 0.37 -0.12 3.64 -0.060
C 0.928 1.581 1.436 1.51 -2.40 -4.48 -0.057
C 0.026 -0.986 -1.230 1.10 0.24 -0.16 -0.286
C -0.942 0.503 -2.565 -0.61 -0.71 0.25 0.000
C -1.468 -0.692 -2.866 0.92 -0.77 -0.50 -0.008
C -1.123 0.122 1.228 -1.05 0.58 -0.75 -0.100
C -0.598 -0.009 2.605 0.72 -2.29 0.03 -0.053
C 0.365 0.171 1.442 0.32 1.04 0.61 -0.405
C 1.265 -0.957 0.881 2.36 -0.81 0.49 -0.074
N 0.775 1.379 -1.130 -1.15 0.26 -3.89 0.123
N -0.063 0.364 -1.508 0.89 -2.80 1.76 -0.005
N -0.724 -1.627 -2.117 -1.18 1.03 -0.11 0.147
N 0.788 -1.645 -0.332 -0.81 1.44 -0.55 0.096
H 1.518 2.898 -0.345 0.87 0.71 0.29 0.119
H -1.109 1.447 -2.950 -0.47 1.57 -0.60 0.117
H -2.201 -1.073 -3.569 0.26 0.54 0.07 0.135
H -1.371 -0.659 0.512 -0.65 -0.45 1.09 0.099
H -1.814 0.988 1.126 1.13 -0.30 -0.54 0.138
H -0.627 0.911 3.154 -0.45 -0.10 0.61 0.108
H -0.644 -0.968 3.155 0.08 0.81 -0.30 0.129
H 1.427 -1.775 1.620 -0.45 0.63 -0.29 0.136
H 2.381 -0.660 0.660 -2.22 0.20 0.54 0.164
H -0.718 -2.606 -2.289 -0.18 -0.63 0.17 0.168
H 1.853 1.738 1.945 0.60 0.10 0.43 0.124
H 0.212 2.248 1.696 -2.15 2.09 1.53 0.084
H 0.770 -2.647 -0.467 0.22 0.15 0.66 0.159
```
Forces are in eV/Å.

LUMO energy: -2.702 eV
Total charge: +1
Highest occupied orbital energy: -12.518 eV
ΔE to the lowest compared entry with this formula, charge and spin: 356.0 kJ/mol
Gap between HOMO and LUMO: 0.36076 Ha


Molecular formula: C5H16NO
Method: DFT, ωB97M-V with the def2-TZVPD basis set

XYZ file:
```
23
Properties=species:S:1:pos:R:3:forces:R:3:lowdin_charge:R:1
C 0.245 0.803 -1.437 0.00 0.33 0.36 -0.026
C 0.461 -0.498 -0.689 -0.43 -0.38 -0.33 -0.325
C -0.743 -1.030 0.114 0.13 0.18 -0.21 -0.391
C -1.717 -1.728 -0.839 0.18 -0.25 0.54 -0.049
C -1.445 0.050 0.943 0.11 -0.26 -0.24 -0.051
N 1.601 -0.268 0.264 -0.12 -0.24 0.49 0.208
H -0.492 0.694 -2.227 0.00 -0.06 -0.02 0.097
H -0.084 1.601 -0.760 -0.04 -0.19 -0.10 0.090
H 1.180 1.147 -1.877 0.04 -0.04 -0.25 0.091
H 0.765 -1.286 -1.386 0.19 0.11 0.14 0.156
H -0.347 -1.800 0.783 0.01 -0.04 0.13 0.135
H -2.634 -1.977 -0.298 0.06 0.03 -0.16 0.095
H -1.964 -1.097 -1.682 -0.16 0.15 -0.21 0.081
H -1.278 -2.659 -1.199 -0.09 0.03 -0.14 0.089
H -2.033 -0.424 1.725 -0.12 0.04 0.02 0.092
H -0.752 0.738 1.427 0.03 0.12 0.08 0.066
H -2.112 0.625 0.301 -0.01 0.10 0.12 0.095
H 1.302 0.459 0.927 0.40 0.29 0.00 0.101
H 1.845 -1.097 0.815 -0.10 0.05 -0.25 0.178
H 2.446 0.073 -0.194 -0.02 0.05 -0.04 0.168
H 1.572 2.466 2.471 0.08 0.07 -0.09 0.072
H 2.330 2.988 1.238 -0.03 0.02 0.03 0.070
O 1.854 2.222 1.580 -0.13 -0.11 0.14 -0.043
```
Forces are in eV/Å.

LUMO energy: -3.143 eV
Total charge: +1
Highest occupied orbital energy: -15.565 eV
ΔE to the lowest compared entry with this formula, charge and spin: 0.0 kJ/mol
Gap between HOMO and LUMO: 0.45649 Ha


Molecular formula: C39H48Br3N13O6P2Y
Method: DFT, ωB97M-V with the def2-TZVPD basis set

XYZ file:
```
112
Properties=species:S:1:pos:R:3:forces:R:3:lowdin_charge:R:1
Y 0.151 -0.340 0.459 -0.71 0.20 -1.35 1.105
Br 7.851 4.246 -0.448 -0.02 0.04 -0.07 0.760
C 7.520 2.835 0.765 -0.04 -0.04 -0.02 -0.693
C 7.134 1.592 0.284 -0.04 -0.09 0.05 -0.109
C 6.897 0.559 1.181 0.15 0.01 -0.13 -0.019
C 7.063 0.771 2.546 0.16 -0.27 -0.08 -0.288
C 7.486 2.010 3.004 0.04 0.06 0.15 -0.033
C 7.698 3.054 2.119 -0.01 0.03 0.09 -0.119
N 7.016 -0.290 3.525 -0.23 0.03 -0.13 0.078
N 6.158 -1.184 3.516 -0.04 0.24 -0.15 0.087
C 5.033 -1.192 2.612 0.06 0.16 0.21 -0.241
C 4.733 -2.390 2.030 0.01 -0.22 -0.11 -0.009
C 3.625 -2.551 1.180 0.20 -0.28 0.05 0.016
C 2.766 -1.513 0.930 0.00 0.05 -0.21 -0.362
O 1.690 -1.629 0.170 1.86 -0.99 -0.07 -0.250
C 3.036 -0.252 1.565 0.05 0.06 0.05 -0.158
N 2.128 0.754 1.352 0.51 -0.31 0.07 0.024
C 2.279 1.886 1.991 -0.05 0.13 -0.05 -0.138
C 3.305 2.108 2.919 0.02 0.06 0.04 -0.026
C 4.220 1.119 3.145 -0.02 -0.07 0.04 0.017
C 4.143 -0.097 2.428 -0.12 0.09 0.21 -0.095
H 7.038 1.426 -0.781 0.00 0.01 0.04 0.106
H 6.620 -0.421 0.813 0.02 0.07 -0.02 0.121
H 7.661 2.143 4.066 0.02 -0.02 -0.06 0.121
H 8.032 4.019 2.476 -0.03 -0.02 -0.01 0.104
H 5.386 -3.232 2.231 -0.07 0.03 0.00 0.123
H 3.409 -3.516 0.739 0.05 0.05 0.01 0.123
H 1.539 2.648 1.772 -0.04 -0.01 0.04 0.079
H 3.349 3.041 3.466 0.01 0.00 -0.03 0.107
H 4.988 1.252 3.894 -0.06 0.02 -0.03 0.115
C -4.597 1.200 -0.933 0.04 -0.12 -0.02 -0.075
N -3.904 -0.076 -0.802 -0.20 0.02 -0.26 -0.281
C -4.007 -0.962 -1.970 0.05 0.14 0.10 -0.062
P -3.213 -0.703 0.525 0.16 0.23 -0.03 0.478
O -1.855 -1.264 0.266 -0.98 -0.02 -0.05 -0.389
O -3.191 0.555 1.543 0.09 -0.03 -0.02 -0.256
P -2.133 1.738 1.842 -0.33 0.18 -0.25 0.478
O -0.869 1.527 1.063 -0.66 0.74 0.37 -0.383
N -2.784 3.155 1.372 -0.04 0.22 -0.22 -0.292
C -3.978 3.700 2.016 0.12 0.01 -0.06 -0.079
C -2.384 3.848 0.142 -0.09 -0.06 0.14 -0.077
N -2.148 1.789 3.460 0.31 -0.11 0.26 -0.295
C -2.604 0.735 4.370 -0.07 0.11 -0.02 -0.111
C -1.201 2.730 4.072 -0.09 -0.10 -0.02 -0.074
N -4.174 -1.818 1.187 -0.11 -0.26 0.24 -0.281
C -5.578 -1.494 1.438 0.05 -0.04 -0.05 -0.071
C -3.611 -2.861 2.057 -0.08 0.04 -0.01 -0.069
H -5.647 1.037 -1.191 -0.02 -0.01 0.00 0.093
H -4.140 1.795 -1.726 0.01 0.01 -0.03 0.094
H -4.551 1.761 -0.005 0.01 -0.02 0.01 0.055
H -5.054 -1.116 -2.237 -0.05 -0.01 0.01 0.092
H -3.560 -1.931 -1.755 0.01 0.02 0.03 0.078
H -3.486 -0.525 -2.823 0.01 0.03 -0.02 0.094
H -4.230 3.130 2.907 0.02 0.00 -0.02 0.083
H -4.829 3.680 1.329 0.01 -0.01 0.01 0.084
H -3.805 4.739 2.306 0.01 -0.01 0.00 0.092
H -1.574 3.320 -0.350 0.03 -0.03 0.03 0.049
H -2.043 4.859 0.379 -0.02 0.00 0.02 0.088
H -3.233 3.928 -0.542 -0.01 -0.01 0.01 0.082
H -3.272 0.052 3.856 0.01 0.01 -0.01 0.066
H -3.146 1.210 5.191 -0.01 -0.01 -0.01 0.093
H -1.766 0.164 4.763 0.06 -0.01 0.01 0.030
H -1.013 3.566 3.397 0.00 -0.01 -0.01 0.074
H -0.256 2.233 4.308 -0.02 -0.01 -0.02 0.088
H -1.632 3.126 4.991 -0.02 -0.01 -0.01 0.093
H -5.932 -0.751 0.722 0.03 -0.06 0.04 0.077
H -5.721 -1.104 2.450 0.01 -0.02 -0.03 0.091
H -6.183 -2.394 1.323 0.01 0.00 0.01 0.094
H -2.543 -2.960 1.884 0.00 0.03 -0.02 0.054
H -4.100 -3.811 1.839 -0.03 0.02 0.01 0.092
H -3.766 -2.615 3.110 -0.01 0.00 -0.01 0.090
C -0.450 -2.999 -1.985 -0.01 0.06 0.08 -0.038
O -0.276 -1.586 -1.887 0.08 0.29 -0.04 -0.167
C 0.080 -0.914 -3.023 -0.06 -0.27 0.04 -0.202
C -0.084 -1.409 -4.302 -0.02 -0.01 -0.07 -0.048
C 0.299 -0.619 -5.380 0.00 -0.01 0.01 -0.674
Br 0.038 -1.282 -7.128 -0.01 -0.01 -0.03 0.777
C 0.881 0.614 -5.197 0.06 0.04 0.01 -0.058
C 1.076 1.094 -3.899 0.14 0.22 -0.19 -0.063
C 0.624 0.351 -2.825 -0.01 0.16 0.22 -0.159
O 0.678 0.795 -1.521 0.06 0.01 -0.40 -0.076
C 1.807 2.362 -3.713 -0.06 -0.06 0.03 -0.286
N 1.680 3.421 -4.458 0.03 0.15 0.09 0.195
C 2.565 4.348 -3.913 -0.12 0.01 -0.14 -0.224
C 2.839 5.660 -4.299 -0.01 0.03 -0.01 -0.013
C 3.770 6.368 -3.563 -0.01 -0.03 0.06 -0.094
C 4.425 5.794 -2.457 -0.02 -0.01 -0.03 -0.100
C 4.167 4.495 -2.063 0.01 0.00 -0.04 -0.040
C 3.230 3.793 -2.816 0.09 -0.17 0.00 -0.221
N 2.733 2.512 -2.716 0.35 -0.06 -0.11 0.152
H -1.365 -3.240 -2.528 -0.04 0.00 -0.03 0.095
H -0.522 -3.367 -0.968 -0.01 0.00 0.04 0.096
H 0.408 -3.451 -2.479 0.05 -0.01 -0.03 0.112
H -0.512 -2.386 -4.476 0.02 0.02 0.02 0.107
H 1.211 1.220 -6.030 -0.01 -0.05 0.03 0.119
H 0.779 1.781 -1.420 -0.02 0.25 0.01 0.029
H 2.339 6.098 -5.154 0.02 -0.02 0.05 0.113
H 4.009 7.387 -3.843 0.00 -0.04 -0.01 0.099
H 5.154 6.379 -1.909 -0.02 -0.02 -0.03 0.096
H 4.677 4.046 -1.218 0.02 0.02 -0.02 0.090
H 3.020 1.811 -2.054 -0.03 -0.02 0.00 0.163
Br -0.152 -1.142 2.901 -0.10 -0.51 1.68 0.219
N 1.618 7.813 0.253 -0.05 0.03 -0.05 0.187
C 1.358 6.505 0.377 0.05 -0.23 0.18 -0.492
N 1.123 6.016 1.618 -0.06 0.04 0.02 0.189
N 1.347 5.782 -0.708 -0.06 -0.12 -0.41 0.149
C 1.107 4.497 -0.727 -0.03 0.25 0.10 -0.286
N 0.890 3.365 -0.858 -0.16 0.22 0.30 0.195
H 1.559 8.451 1.025 0.01 0.01 0.01 0.114
H 1.728 8.175 -0.678 0.01 0.00 0.00 0.122
H 1.258 6.587 2.434 0.06 -0.02 0.00 0.112
H 1.116 5.019 1.743 -0.03 -0.03 0.00 0.085
```
Forces are in eV/Å.

LUMO energy: -2.147 eV
Total charge: +1
Highest occupied orbital energy: -9.568 eV
ΔE to the lowest compared entry with this formula, charge and spin: 99.4 kJ/mol
Gap between HOMO and LUMO: 0.27270 Ha


Molecular formula: C3H5NO2
Method: DFT, ωB97M-V with the def2-TZVPD basis set

XYZ file:
```
11
Properties=species:S:1:pos:R:3:forces:R:3:lowdin_charge:R:1
C 1.563 -0.208 0.097 -1.91 0.03 -1.15 -0.432
C 0.056 0.138 -0.257 0.01 0.83 1.12 -0.327
C -1.237 -0.733 -0.438 0.62 0.16 1.79 -0.009
N 0.766 0.132 1.064 -0.59 -0.82 -2.49 0.201
O 2.656 -0.513 -0.221 1.30 -0.30 -0.32 0.120
O -0.262 1.495 -0.608 -2.48 -3.21 -1.05 0.019
H -1.058 -1.867 -0.569 -0.26 2.09 0.10 0.105
H -1.819 -0.244 -1.223 0.17 -0.56 -0.15 0.066
H -1.826 -0.523 0.540 0.82 -0.67 -1.55 0.103
H 0.704 0.317 1.997 -0.27 0.54 3.00 0.109
H 0.455 2.007 -0.383 2.58 1.91 0.70 0.045
```
Forces are in eV/Å.

LUMO energy: 0.786 eV
Highest occupied orbital energy: -9.492 eV
ΔE to the lowest compared entry with this formula, charge and spin: 274.4 kJ/mol
Gap between HOMO and LUMO: 0.37772 Ha


Molecular formula: C8H18O
Method: DFT, ωB97M-V with the def2-TZVPD basis set

XYZ file:
```
27
Properties=species:S:1:pos:R:3:forces:R:3:lowdin_charge:R:1
C -0.470 0.134 -1.749 -0.38 -0.11 0.23 -0.397
C 0.026 1.568 -1.929 -0.01 -0.22 0.08 -0.068
C -1.902 -0.001 -2.289 0.21 -0.05 0.02 -0.072
C -0.465 -0.329 -0.289 3.13 1.56 1.67 -0.365
O -0.898 -1.569 -0.134 -0.54 -2.10 2.70 -0.098
H 0.169 -0.556 -2.308 0.03 0.01 0.01 0.138
H -0.953 0.409 0.371 -0.19 0.12 -0.16 0.125
H -0.532 2.253 -1.288 -0.01 0.02 0.04 0.085
H -2.256 -1.024 -2.180 -0.04 0.01 -0.02 0.073
H -2.582 0.658 -1.746 -0.02 0.03 0.03 0.083
H 1.085 1.670 -1.703 0.05 0.02 0.04 0.059
H -0.127 1.887 -2.961 0.01 -0.01 -0.02 0.077
H -1.934 0.277 -3.343 -0.02 0.00 -0.03 0.075
C 0.200 -0.662 2.665 -1.36 -1.59 0.36 -0.017
C 1.351 -0.220 0.335 -1.59 -0.16 -2.60 -0.172
C -0.579 -1.784 2.495 0.99 1.35 2.23 -0.108
C 1.905 1.090 0.866 -0.20 0.15 0.13 -0.162
H 1.247 -0.736 2.912 0.11 0.02 -0.30 0.071
H -0.245 0.321 2.703 0.01 0.06 -0.09 0.078
H 1.774 -1.113 0.791 -0.59 -0.05 0.34 0.076
H 1.654 -0.350 -0.702 0.55 0.09 -0.11 0.063
H -1.640 -1.709 2.718 -0.13 0.10 -0.55 0.088
H 2.512 1.618 0.127 0.00 -0.06 0.06 0.061
H 2.525 0.946 1.753 0.00 0.00 0.02 0.061
H 1.106 1.777 1.149 -0.08 0.11 0.06 0.063
H -0.143 -2.750 2.708 0.11 -0.13 -0.31 0.079
H -0.829 -1.804 1.029 -0.05 0.84 -3.82 0.102
```
Forces are in eV/Å.

LUMO energy: 0.339 eV
Highest occupied orbital energy: -8.308 eV
ΔE to the lowest compared entry with this formula, charge and spin: 379.4 kJ/mol
Gap between HOMO and LUMO: 0.31779 Ha


Molecular formula: H9O4S
Method: DFT, ωB97M-V with the def2-TZVPD basis set

XYZ file:
```
14
Properties=species:S:1:pos:R:3:forces:R:3:lowdin_charge:R:1
S -0.079 -0.107 0.268 0.27 -0.12 0.26 -0.063
H 0.106 1.178 -0.067 -0.09 -0.07 -0.11 -0.428
H 0.412 -2.694 0.865 0.16 -0.03 -0.34 -0.057
H 0.913 -3.321 2.102 0.07 -0.25 -0.02 0.030
O 0.753 -3.548 1.178 -0.10 0.38 0.30 -0.099
H -1.334 3.972 -1.859 -0.08 -0.12 -0.28 0.041
H -1.263 4.956 -3.027 0.00 -0.08 0.04 0.023
O -1.628 4.102 -2.772 0.07 0.17 0.23 -0.066
H -1.673 -1.901 0.285 -0.57 0.36 0.08 -0.119
H -2.081 -3.289 -0.124 -0.25 0.12 0.23 0.021
O -2.426 -2.524 0.360 0.64 -0.31 -0.35 -0.132
H 2.194 1.270 1.406 0.09 -0.05 -0.21 -0.023
H 3.037 0.572 0.396 -0.12 0.11 0.01 0.005
O 3.069 1.334 0.989 -0.09 -0.11 0.16 -0.132
```
Forces are in eV/Å.

LUMO energy: 3.119 eV
Total charge: -1
Highest occupied orbital energy: -3.603 eV
ΔE to the lowest compared entry with this formula, charge and spin: 112.9 kJ/mol
Gap between HOMO and LUMO: 0.24704 Ha